*i*
CH3Cl3O | wB97M-V/def2-TZVPD

XYZ file:
```
8
Properties=species:S:1:pos:R:3:nbo_charge:R:1
Cl 0.90 -0.02 0.78 0.01
C 0.67 0.37 2.48 -0.31
Cl 1.11 2.07 2.71 0.02
Cl -0.87 -0.17 3.01 0.06
H 1.43 -0.23 3.02 0.23
O -1.25 -1.02 -3.91 -0.94
H -1.41 -0.47 -4.70 0.47
H -0.58 -0.53 -3.39 0.47
```

For the HOMO-LUMO gap, the calculation gives 0.430 Eh. As for the molar mass: 137.393 g mol⁻¹. Its structure (SMILES) is ClC(Cl)Cl.O.

---

*ii*
CH3Cl3O | wB97M-V/def2-TZVPD

XYZ file:
```
8
Properties=species:S:1:pos:R:3:nbo_charge:R:1
Cl 0.00 0.00 0.00 0.03
C -1.54 0.43 -0.86 -0.25
Cl -1.61 -0.20 -2.64 -0.06
Cl -2.97 -0.10 -0.01 0.04
H -1.73 1.51 -0.99 0.24
O -2.39 0.01 -7.08 -0.94
H -2.07 -0.88 -6.81 0.47
H -1.89 0.63 -6.50 0.47
```

For the HOMO-LUMO gap, the calculation gives 0.422 Eh. As for the molar mass: 137.393 g mol⁻¹. Its structure (SMILES) is ClC(Cl)Cl.O.

---

Result of the stability comparison: *ii* is the least stable of them.

---

*i*
C4H6F2 | wB97M-V/def2-TZVPD

XYZ file:
```
12
Properties=species:S:1:pos:R:3:nbo_charge:R:1
C -0.71 -1.07 0.60 -0.38
C 0.29 -0.21 0.54 -0.22
C 0.72 0.47 -0.68 -0.45
C 0.51 2.41 -0.31 0.59
F 1.34 3.06 -1.13 -0.34
F 0.87 2.63 0.96 -0.34
H -0.98 -1.56 1.52 0.20
H -1.28 -1.34 -0.27 0.19
H 0.86 0.03 1.43 0.21
H 1.79 0.45 -0.86 0.22
H 0.12 0.31 -1.57 0.21
H -0.53 2.69 -0.49 0.12
```

For the HOMO-LUMO gap, the calculation gives 0.382 Eh. As for the molar mass: 92.088 g mol⁻¹.

---

*ii*
C4H6F2 | wB97M-V/def2-TZVPD

XYZ file:
```
12
Properties=species:S:1:pos:R:3:nbo_charge:R:1
C 2.45 0.07 -0.59 -0.62
C 1.48 0.00 0.64 -0.44
C 0.15 -0.67 0.39 -0.36
C -1.02 -0.04 0.10 0.75
F -1.24 1.28 -0.01 -0.32
F -2.07 -0.73 -0.32 -0.30
H 3.51 0.21 -0.23 0.22
H 2.22 0.80 -1.47 0.22
H 2.54 -0.94 -1.05 0.21
H 1.95 -0.49 1.54 0.22
H 1.05 0.98 0.93 0.22
H 0.14 -1.62 0.00 0.21
```

For the HOMO-LUMO gap, the calculation gives 0.381 Eh. As for the molar mass: 92.088 g mol⁻¹. Its structure (SMILES) is CCC=C(F)F.

---

Result of the stability comparison: *i* is the least stable of them.

---

*i*
C2H5NOS2 | wB97M-V/def2-TZVPD

XYZ file:
```
11
Properties=species:S:1:pos:R:3:nbo_charge:R:1
C -0.01 0.80 0.95 -0.60
C 0.21 -0.14 -0.39 -0.18
N -0.37 0.61 -1.45 0.07
O 0.15 0.68 -2.56 -0.30
S -1.18 -1.34 -0.59 0.11
S 1.81 -1.05 -0.36 -0.04
H -0.15 0.17 1.90 0.22
H -0.97 1.14 0.76 0.21
H 0.84 1.49 1.07 0.24
H -2.07 -0.53 -0.16 0.11
H 1.73 -1.82 0.83 0.17
```

For the HOMO-LUMO gap, the calculation gives 0.340 Eh. As for the molar mass: 123.202 g mol⁻¹.

---

*ii*
C2H5NOS2 | wB97M-V/def2-TZVPD

XYZ file:
```
11
Properties=species:S:1:pos:R:3:nbo_charge:R:1
C -0.40 2.09 0.29 -0.25
O 0.20 1.13 -0.58 -0.52
C 0.65 0.00 -0.05 0.38
S 2.20 -0.56 0.00 -0.12
N -0.38 -0.84 0.37 -0.79
S -1.95 -0.76 -0.18 0.21
H -0.18 1.79 1.30 0.18
H -1.48 2.18 0.19 0.19
H 0.01 3.07 0.12 0.20
H -0.10 -1.66 0.88 0.42
H -2.65 -0.11 0.84 0.10
```

For the HOMO-LUMO gap, the calculation gives 0.339 Eh. As for the molar mass: 123.202 g mol⁻¹. Its structure (SMILES) is COC(=S)NS.

---

Result of the stability comparison: *i* is the least stable of them.

---

*i*
C21H28N4O2 | wB97M-V/def2-TZVPD

XYZ file:
```
55
Properties=species:S:1:pos:R:3:nbo_charge:R:1
C 4.03 2.87 3.17 -0.64
C 3.41 1.47 3.34 -0.03
C 4.40 0.48 3.96 -0.40
C 5.49 0.08 2.97 -0.40
C 4.84 -0.47 1.71 -0.40
C 3.86 0.56 1.14 -0.21
N 2.86 0.89 2.13 -0.46
C 1.72 1.59 1.57 -0.21
C 0.70 0.59 1.01 -0.23
N -0.44 1.29 0.45 -0.63
C -1.71 0.98 0.77 0.68
O -2.00 0.15 1.61 -0.63
C -2.79 1.77 0.03 -0.50
C -2.54 1.99 -1.46 -0.23
N -2.13 0.76 -2.12 -0.20
N -3.07 -0.16 -2.22 -0.18
C -2.81 -1.31 -2.77 0.11
C -3.91 -2.28 -2.82 0.01
C -3.99 -3.23 -3.83 -0.22
C -5.03 -4.14 -3.86 -0.21
C -6.00 -4.11 -2.87 -0.20
C -5.93 -3.17 -1.86 -0.20
C -4.90 -2.26 -1.83 -0.20
C -1.51 -1.60 -3.27 -0.16
C -0.55 -0.65 -3.17 -0.25
C -0.82 0.62 -2.55 0.59
O -0.01 1.53 -2.38 -0.66
H 4.34 3.26 4.14 0.21
H 3.30 3.56 2.74 0.21
H 4.90 2.84 2.52 0.20
H 2.56 1.57 4.04 0.20
H 4.84 0.92 4.85 0.20
H 3.85 -0.41 4.25 0.21
H 6.11 0.94 2.72 0.19
H 6.14 -0.68 3.42 0.21
H 5.59 -0.72 0.96 0.20
H 4.28 -1.38 1.95 0.20
H 3.36 0.13 0.27 0.20
H 4.42 1.45 0.79 0.16
H 2.01 2.29 0.77 0.17
H 1.23 2.17 2.36 0.20
H 0.33 -0.05 1.82 0.24
H 1.16 -0.03 0.25 0.18
H -0.23 1.88 -0.34 0.42
H -3.72 1.21 0.17 0.24
H -2.90 2.74 0.53 0.24
H -3.47 2.33 -1.93 0.22
H -1.76 2.72 -1.64 0.24
H -3.25 -3.25 -4.62 0.21
H -5.09 -4.87 -4.65 0.21
H -6.81 -4.83 -2.88 0.21
H -6.69 -3.15 -1.08 0.22
H -4.82 -1.52 -1.05 0.23
H -1.30 -2.56 -3.70 0.23
H 0.46 -0.81 -3.52 0.24
```

For the HOMO-LUMO gap, the calculation gives 0.300 Eh. As for the molar mass: 368.481 g mol⁻¹. Its structure (SMILES) is C[C@@H]1CCCCN1CCNC(=O)CCn1nc(-c2ccccc2)ccc1=O.

---

*ii*
C21H28N4O2 | wB97M-V/def2-TZVPD

XYZ file:
```
55
Properties=species:S:1:pos:R:3:nbo_charge:R:1
C 6.04 1.59 2.21 -0.61
C 6.69 1.12 0.91 -0.39
C 5.99 -0.09 0.29 -0.42
C 4.59 0.25 -0.24 -0.20
N 3.88 -0.83 -0.92 -0.47
C 4.50 -1.24 -2.16 -0.42
C 3.55 -1.95 -0.06 -0.23
C 2.25 -2.61 -0.53 -0.24
N 1.23 -1.60 -0.70 -0.61
C 0.23 -1.42 0.20 0.67
O -0.04 -2.23 1.06 -0.63
C -0.49 -0.12 0.02 -0.20
C 0.22 1.03 -0.14 0.04
N -0.35 2.26 -0.26 -0.39
C 0.51 3.41 -0.39 -0.42
C -1.73 2.47 -0.26 0.62
O -2.18 3.61 -0.39 -0.66
C -2.48 1.27 -0.09 0.05
C -1.90 0.00 0.06 0.02
C -2.98 -0.93 0.20 -0.05
C -3.06 -2.31 0.38 -0.18
C -4.31 -2.89 0.47 -0.25
C -5.48 -2.12 0.38 -0.19
C -5.43 -0.75 0.21 -0.25
C -4.17 -0.16 0.12 0.15
N -3.85 1.16 -0.06 -0.32
C -4.80 2.23 -0.18 -0.42
H 5.04 1.97 2.03 0.20
H 6.63 2.39 2.65 0.21
H 5.98 0.77 2.92 0.20
H 7.73 0.85 1.12 0.20
H 6.70 1.94 0.19 0.19
H 5.91 -0.88 1.03 0.20
H 6.60 -0.46 -0.54 0.20
H 3.95 0.57 0.59 0.19
H 4.67 1.08 -0.95 0.19
H 4.75 -0.36 -2.75 0.20
H 5.42 -1.83 -2.02 0.17
H 3.80 -1.84 -2.73 0.20
H 4.35 -2.71 -0.03 0.18
H 3.39 -1.57 0.95 0.20
H 2.39 -3.14 -1.48 0.19
H 1.89 -3.32 0.22 0.24
H 1.49 -0.85 -1.31 0.41
H 1.30 1.03 -0.15 0.21
H 1.14 3.32 -1.28 0.20
H -0.13 4.29 -0.49 0.26
H 1.14 3.52 0.49 0.20
H -2.17 -2.90 0.48 0.24
H -4.40 -3.95 0.61 0.21
H -6.44 -2.61 0.45 0.21
H -6.33 -0.16 0.14 0.22
H -5.42 2.28 0.72 0.20
H -4.26 3.16 -0.30 0.27
H -5.44 2.07 -1.04 0.20
```

For the HOMO-LUMO gap, the calculation gives 0.299 Eh. As for the molar mass: 368.481 g mol⁻¹. Its structure (SMILES) is CCCCN(C)CCNC(=O)c1cn(C)c(=O)c2c1c1ccccc1n2C.

---

*iii*
C21H28N4O2 | wB97M-V/def2-TZVPD

XYZ file:
```
55
Properties=species:S:1:pos:R:3:nbo_charge:R:1
C -0.86 -5.42 -1.19 -0.61
C 0.15 -4.50 -1.87 -0.03
C 0.03 -4.56 -3.39 -0.61
N -0.08 -3.14 -1.42 -0.16
C 0.78 -2.32 -0.79 -0.01
C 0.12 -1.13 -0.56 -0.26
C 0.70 0.10 0.03 0.68
O 1.66 0.66 -0.50 -0.66
N 0.13 0.59 1.14 -0.41
C 0.67 1.80 1.73 -0.32
C 0.01 3.02 1.07 0.67
O -0.87 3.66 1.61 -0.64
N 0.49 3.24 -0.16 -0.63
C -0.08 4.19 -1.09 -0.06
C -0.82 3.46 -2.22 -0.41
C 0.29 3.18 -3.24 -0.41
C 1.08 4.49 -3.25 -0.41
C 1.03 4.99 -1.80 -0.42
C -1.02 0.03 1.83 -0.26
C -0.61 -0.57 3.15 0.05
C 0.22 -1.68 3.18 -0.24
C 0.63 -2.22 4.38 -0.19
C 0.21 -1.66 5.57 -0.22
C -0.62 -0.56 5.56 -0.20
C -1.03 -0.01 4.35 -0.24
C -1.15 -1.33 -1.13 -0.04
N -1.24 -2.54 -1.64 -0.27
H -0.75 -5.38 -0.10 0.21
H -0.70 -6.45 -1.51 0.21
H -1.87 -5.11 -1.45 0.23
H 1.17 -4.76 -1.56 0.20
H 0.19 -5.57 -3.73 0.21
H -0.97 -4.24 -3.68 0.23
H 0.76 -3.90 -3.86 0.22
H 1.78 -2.62 -0.53 0.23
H 0.46 1.80 2.80 0.23
H 1.75 1.82 1.56 0.24
H 1.16 2.58 -0.54 0.43
H -0.75 4.83 -0.50 0.24
H -1.31 2.56 -1.86 0.21
H -1.57 4.12 -2.66 0.20
H -0.10 2.92 -4.22 0.21
H 0.91 2.36 -2.89 0.20
H 2.10 4.35 -3.60 0.21
H 0.58 5.20 -3.91 0.20
H 0.83 6.06 -1.76 0.22
H 1.98 4.81 -1.29 0.21
H -1.47 -0.74 1.20 0.23
H -1.75 0.83 1.99 0.22
H 0.55 -2.11 2.24 0.21
H 1.28 -3.09 4.39 0.21
H 0.53 -2.09 6.51 0.21
H -0.95 -0.12 6.49 0.22
H -1.68 0.86 4.34 0.22
H -1.97 -0.65 -1.21 0.21
```

For the HOMO-LUMO gap, the calculation gives 0.355 Eh. As for the molar mass: 368.481 g mol⁻¹. Its structure (SMILES) is CC(C)n1cc(C(=O)N(CC(=O)NC2CCCC2)Cc2ccccc2)cn1.

---

Result of the stability comparison: *i* is the least stable of them.

---

*i*
C2H3Cl2FS | wB97M-V/def2-TZVPD

XYZ file:
```
9
Properties=species:S:1:pos:R:3:nbo_charge:R:1
F -2.00 1.76 -0.67 -0.34
C -1.88 0.43 -0.89 0.35
Cl -1.99 -0.06 -2.62 0.02
Cl -3.39 -0.22 -0.05 -0.06
C -0.56 -0.05 -0.21 -0.62
S 0.71 0.51 -1.36 0.01
H -0.30 0.03 0.80 0.26
H -0.64 -1.19 -0.21 0.26
H 0.60 1.81 -1.02 0.13
```

For the HOMO-LUMO gap, the calculation gives 0.375 Eh. As for the molar mass: 149.017 g mol⁻¹. Its structure (SMILES) is FC(Cl)(Cl)CS.

---

*ii*
C2H3Cl2FS | wB97M-V/def2-TZVPD

XYZ file:
```
9
Properties=species:S:1:pos:R:3:nbo_charge:R:1
C 0.34 -0.49 0.64 -0.60
C -0.74 0.07 -0.06 0.34
H 1.40 1.17 -0.87 0.19
H 0.16 -1.70 0.80 0.28
H 0.57 0.10 1.52 0.26
F -1.77 0.20 0.78 -0.33
S 1.75 -0.39 -0.66 -0.18
Cl -0.22 1.76 -0.78 -0.03
Cl -1.48 -0.72 -1.38 0.06
```

For the HOMO-LUMO gap, the calculation gives 0.343 Eh. As for the molar mass: 149.017 g mol⁻¹.

---

Result of the stability comparison: *ii* is the least stable of them.